[1]
# C4H12

A cluster of 2 separate species, C4H12 in total (ωB97M-V/def2-TZVPD, OMol25).

Last column: natural (NBO) charge in e.
Geometry (Å):
C -0.66936 1.37154 0.82755  -0.62
C 0.34331 2.49028 0.58190  -0.62
H -0.10969 0.63349 1.43002  0.20
H -1.51214 1.58248 1.47960  0.21
H -0.90420 0.73398 -0.02920  0.21
H 0.87374 2.28291 -0.35309  0.21
H 0.95568 2.55198 1.45410  0.21
H -0.14186 3.41959 0.26863  0.20
C 0.02552 -1.51377 -1.35780  -0.62
C 0.26441 -2.35677 -0.08438  -0.62
H -1.03373 -1.19618 -1.38634  0.20
H 0.40628 -0.50006 -1.19364  0.20
H 0.38247 -1.94050 -2.29120  0.21
H -0.60210 -2.96049 0.14526  0.21
H 0.65638 -1.65048 0.65062  0.21
H 1.18786 -2.94072 -0.20702  0.20

Properties
- molar mass (g mol⁻¹) = 60.14
- HOMO-LUMO gap (eV) = 12.63
- DFT total energy (Eh) = -159.55598
- highest occupied orbital energy (eV) = -11.4830
- SMILES string = CC.CC
- charge = 0
- ΔE to the lowest compared entry with this formula, charge and spin (kcal per mole) = 18.19

[2]
# C18H23IN2Pb

A structure of composition C18H23IN2Pb (ωB97M-V/def2-TZVPD, OMol25).

Last column: natural (NBO) charge in e.
Geometry (Å):
C -1.49716 -0.26367 -0.23443  -0.88
C -0.94150 2.16488 0.53090  -0.65
H -1.88574 -0.42315 -1.25845  0.23
H -3.11114 -0.24251 1.70353  0.20
H -1.51360 -1.15467 0.42178  0.21
H 0.08010 1.96807 0.15205  0.20
H -1.24875 3.02227 -0.08377  0.23
H -0.77315 2.49018 1.55921  0.22
C 0.89057 -3.46944 -1.18895  0.06
C 1.30594 -4.61279 -1.84989  -0.24
C 2.66749 -4.73719 -2.16669  -0.15
C 3.54071 -3.70355 -1.82341  -0.21
H -0.15976 -3.29167 -0.95537  0.22
H 0.58158 -5.36192 -2.13261  0.23
H 3.02537 -5.62715 -2.67776  0.23
H 4.58748 -3.71318 -2.13376  0.22
N 1.74726 -2.49200 -0.82872  -0.51
C 3.07687 -2.57905 -1.12963  0.19
C 3.88855 -1.36768 -0.79905  0.14
N 3.19189 -0.32161 -0.29335  -0.49
C 3.75246 0.88578 -0.08963  0.05
C 5.87300 0.03042 -0.79437  -0.17
C 5.10901 1.09901 -0.30637  -0.23
H 3.08121 1.68652 0.23378  0.21
H 5.52282 2.07197 -0.11270  0.23
C 5.25247 -1.18865 -1.07416  -0.20
H 5.78226 -2.01253 -1.52985  0.21
H 6.93616 0.16551 -0.96001  0.23
Pb 0.82379 -0.26907 -0.84494  1.06
I 0.51541 0.48437 -3.67398  -0.60
C -3.91805 2.99461 0.56278  -0.60
C -3.93867 1.84848 1.60110  -0.12
C -3.43703 2.36909 2.95733  -0.59
C -5.34337 1.22445 1.66635  -0.59
C -2.95769 0.77160 1.25029  -0.15
C -1.85308 0.93903 0.48030  -0.04
H -4.70293 3.74294 0.75381  0.21
H -4.02092 2.59985 -0.46010  0.22
H -2.96049 3.51894 0.65531  0.21
H -4.16933 3.02120 3.44932  0.20
H -3.15710 1.53238 3.61590  0.21
H -2.53623 2.96868 2.75844  0.20
H -5.64096 0.81931 0.68766  0.21
H -5.38258 0.41554 2.41440  0.20
H -6.08315 1.99639 1.94771  0.20

Properties
- molar mass (g mol⁻¹) = 601.50
- HOMO-LUMO gap (alpha / beta) (eV) = 4.62 / 4.62
- DFT total energy (Eh) = -1299.64297
- highest occupied orbital energy (alpha / beta) (eV) = -5.5089 / -5.5049
- charge = 0
- ΔE to the lowest compared entry with this formula, charge and spin (kcal per mole) = 0.00

Calculated values (hartree/bohr) of max |F| for the records, taken in order: 0.044, 0.071.